(1)
{"formula": "C25H33N6O2", "method": "wB97M-V/def2-TZVPD", "total_charge": 1, "e_above_lowest_ev": 0.000, "homo_lumo_gap_ev": 8.8518, "smiles": "COc1ccc(OC)c([C@@H](c2nnnn2C2CCCC2)N2CC[NH+](c3ccccc3)CC2)c1", "e_tot_ha": -1451.1941, "elements": ["C", "O", "C", "C", "C", "C", "O", "C", "C", "C", "C", "N", "N", "N", "N", "C", "C", "C", "C", "C", "N", "C", "C", "N", "C", "C", "C", "C", "C", "C", "C", "C", "C", "H", "H", "H", "H", "H", "H", "H", "H", "H", "H", "H", "H", "H", "H", "H", "H", "H", "H", "H", "H", "H", "H", "H", "H", "H", "H", "H", "H", "H", "H", "H", "H", "H"], "xyz": [[3.495, 4.606, 0.620], [3.969, 3.499, 1.351], [3.297, 2.328, 1.283], [3.818, 1.272, 2.033], [3.207, 0.038, 2.037], [2.058, -0.186, 1.284], [1.391, -1.387, 1.235], [1.951, -2.503, 1.896], [1.537, 0.858, 0.513], [0.272, 0.706, -0.318], [0.067, -0.693, -0.822], [-0.950, -1.450, -0.447], [-0.857, -2.601, -1.103], [0.146, -2.588, -1.860], [0.764, -1.409, -1.735], [1.903, -1.151, -2.587], [3.236, -1.055, -1.825], [4.019, 0.027, -2.565], [2.942, 1.036, -2.949], [1.778, 0.153, -3.403], [-0.840, 1.230, 0.447], [-1.106, 0.677, 1.763], [-2.574, 0.253, 1.913], [-3.014, -0.334, 0.635], [-4.197, -1.181, 0.726], [-5.378, -0.690, 1.260], [-6.486, -1.517, 1.330], [-6.413, -2.820, 0.867], [-5.229, -3.302, 0.334], [-4.113, -2.484, 0.261], [-3.140, 0.719, -0.397], [-2.001, 1.755, -0.213], [2.151, 2.104, 0.528], [3.503, 4.409, -0.457], [2.487, 4.893, 0.935], [4.185, 5.418, 0.840], [4.709, 1.445, 2.614], [3.632, -0.752, 2.633], [2.957, -2.721, 1.529], [1.976, -2.353, 2.979], [1.292, -3.338, 1.662], [0.376, 1.358, -1.194], [1.912, -2.018, -3.254], [3.059, -0.736, -0.800], [3.755, -2.011, -1.806], [4.479, -0.388, -3.462], [4.799, 0.462, -1.944], [2.666, 1.623, -2.072], [3.265, 1.716, -3.734], [1.885, -0.083, -4.461], [0.806, 0.629, -3.274], [-0.462, -0.188, 1.922], [-0.870, 1.424, 2.532], [-2.672, -0.496, 2.700], [-3.209, 1.105, 2.164], [-2.159, -0.951, 0.273], [-5.442, 0.324, 1.623], [-7.407, -1.139, 1.747], [-7.279, -3.460, 0.923], [-5.169, -4.316, -0.027], [-3.190, -2.861, -0.154], [-3.089, 0.234, -1.374], [-4.112, 1.210, -0.309], [-1.721, 2.161, -1.185], [-2.372, 2.589, 0.393], [1.711, 2.897, -0.055]], "forces_ev_per_a": [[-0.06, 0.18, -0.11], [0.16, -0.18, 0.19], [-0.13, -0.22, -0.02], [-0.06, 0.25, -0.14], [-0.13, -0.16, -0.02], [-0.14, 0.14, -0.10], [0.12, 0.47, -0.02], [0.06, -0.24, 0.12], [0.12, -0.43, 0.08], [0.27, 0.40, 0.29], [-0.14, -0.48, -0.61], [0.58, 0.66, -0.11], [-0.67, -0.64, 0.24], [0.63, -0.71, -0.79], [-1.04, 0.39, 0.99], [0.63, 0.03, -0.43], [0.11, -0.06, -0.05], [-0.06, 0.06, 0.12], [0.06, -0.04, -0.15], [0.00, 0.15, 0.00], [-0.06, -0.22, -0.24], [0.16, 0.16, 0.29], [0.33, 0.21, 0.48], [-0.06, -0.33, -0.02], [-0.36, -0.31, 0.02], [0.13, 0.04, -0.02], [0.04, 0.05, 0.00], [0.02, -0.05, -0.02], [-0.06, 0.02, 0.02], [0.11, 0.15, 0.02], [0.10, 0.57, -0.44], [-0.24, 0.05, -0.04], [0.22, 0.14, 0.14], [-0.02, -0.01, 0.03], [0.02, -0.02, -0.01], [-0.09, -0.03, -0.05], [0.13, 0.02, 0.09], [0.05, -0.10, 0.07], [-0.01, 0.01, 0.02], [0.03, -0.01, -0.03], [0.08, 0.02, 0.05], [0.04, -0.09, 0.07], [-0.04, 0.18, 0.13], [0.02, -0.05, -0.04], [-0.03, -0.06, 0.09], [0.08, 0.01, -0.06], [0.10, -0.02, -0.03], [0.00, 0.06, 0.02], [-0.02, 0.11, 0.02], [-0.06, -0.01, -0.01], [-0.07, -0.04, -0.08], [-0.06, 0.03, 0.08], [-0.07, -0.18, 0.06], [-0.06, 0.06, -0.09], [-0.06, -0.10, -0.05], [-0.43, 0.28, 0.15], [0.00, 0.14, 0.04], [-0.09, 0.04, 0.04], [-0.09, -0.07, 0.00], [0.01, -0.10, -0.04], [0.11, -0.06, -0.06], [-0.03, -0.07, 0.11], [0.02, -0.13, 0.03], [-0.05, 0.04, 0.03], [-0.05, 0.00, -0.14], [-0.04, 0.13, -0.09]], "nbo_charge": [-0.255, -0.481, 0.291, -0.217, -0.277, 0.335, -0.556, -0.254, -0.117, -0.118, 0.474, -0.404, -0.052, -0.027, -0.187, -0.061, -0.411, -0.402, -0.408, -0.407, -0.451, -0.236, -0.234, -0.466, 0.198, -0.264, -0.173, -0.190, -0.183, -0.244, -0.235, -0.229, -0.236, 0.175, 0.177, 0.214, 0.239, 0.232, 0.187, 0.185, 0.211, 0.241, 0.248, 0.216, 0.228, 0.208, 0.227, 0.197, 0.227, 0.230, 0.205, 0.231, 0.214, 0.243, 0.212, 0.477, 0.222, 0.229, 0.231, 0.232, 0.240, 0.224, 0.225, 0.226, 0.206, 0.219]}


(2)
{"formula": "C25H33O2ReSe", "method": "wB97M-V/def2-TZVPD", "spin_multiplicity": 4, "total_charge": 1, "e_above_lowest_ev": 1.233, "homo_lumo_gap_ev": [6.4764, 5.4398], "s2": 3.79, "e_tot_ha": -3602.1593, "elements": ["O", "C", "C", "H", "H", "C", "H", "H", "C", "H", "H", "H", "C", "H", "H", "H", "Re", "C", "C", "C", "H", "C", "C", "H", "H", "H", "H", "C", "C", "C", "H", "C", "C", "H", "H", "H", "H", "O", "C", "C", "H", "H", "C", "H", "H", "C", "H", "H", "H", "H", "Se", "C", "C", "C", "C", "C", "C", "H", "H", "H", "H", "H"], "xyz": [[-1.780, -3.164, -0.242], [-1.769, -4.402, 0.510], [-0.635, -5.005, -0.302], [-2.719, -4.937, 0.356], [-1.524, -4.291, 1.579], [-0.659, -3.653, -1.053], [-1.014, -5.801, -0.952], [0.284, -5.278, 0.237], [-0.981, -3.794, -2.524], [-1.974, -4.247, -2.639], [-0.232, -4.437, -3.000], [-0.948, -2.827, -3.031], [0.531, -2.766, -0.834], [0.653, -2.471, 0.225], [0.429, -1.867, -1.464], [1.454, -3.254, -1.165], [1.193, 1.110, -0.018], [3.291, 0.119, 1.940], [2.643, 1.056, 2.783], [1.237, 0.886, 2.659], [3.152, 1.761, 3.447], [0.975, -0.221, 1.747], [2.291, -0.672, 1.279], [2.478, -1.577, 0.700], [4.369, -0.049, 1.866], [0.481, 1.390, 3.257], [0.046, -0.773, 1.637], [2.594, 2.405, -1.073], [3.153, 1.095, -0.961], [2.244, 0.173, -1.592], [4.124, 0.843, -0.517], [1.110, 0.922, -2.096], [1.345, 2.311, -1.795], [0.708, 3.129, -2.073], [3.093, 3.314, -0.760], [2.375, -0.892, -1.744], [0.268, 0.487, -2.616], [-2.692, -0.866, -1.636], [-3.578, -1.897, -2.199], [-5.053, -1.692, -1.830], [-3.271, -2.855, -1.765], [-3.450, -1.949, -3.296], [-5.047, -0.446, -0.943], [-5.424, -2.569, -1.290], [-5.672, -1.579, -2.726], [-3.573, 0.036, -0.929], [-5.412, -0.689, 0.057], [-5.680, 0.346, -1.345], [-3.181, 0.070, 0.093], [-3.478, 1.022, -1.420], [-0.256, 2.955, 0.778], [1.028, 4.122, 1.680], [1.877, 4.949, 0.925], [2.860, 5.708, 1.569], [2.962, 5.683, 2.964], [2.082, 4.900, 3.721], [1.104, 4.129, 3.081], [1.759, 4.980, -0.157], [3.529, 6.323, 0.966], [3.725, 6.286, 3.465], [2.141, 4.887, 4.810], [0.409, 3.521, 3.658]], "forces_ev_per_a": [[0.61, -0.71, 0.28], [-0.43, -0.37, 0.40], [-0.22, 0.15, -0.38], [0.19, 0.22, 0.45], [-0.40, 0.25, -0.32], [0.16, -0.12, 0.12], [0.51, -0.08, 0.24], [-0.37, 0.07, -0.32], [-0.05, -0.05, -0.07], [0.34, 0.07, -0.15], [-0.11, 0.01, 0.10], [-0.24, -0.02, 0.00], [0.61, 0.57, 0.01], [-0.23, -0.30, -0.55], [-0.16, -0.09, 0.38], [-0.04, -0.12, 0.05], [-0.13, -0.47, 5.50], [-0.32, -0.45, 0.07], [-0.96, 0.05, -0.38], [1.05, -0.36, 0.45], [-0.32, -0.19, -0.38], [1.09, -0.44, -0.39], [-0.99, 0.58, 0.70], [-0.09, 0.48, 0.15], [-0.48, 0.20, -0.05], [0.24, -0.16, -0.36], [0.07, 0.04, 0.23], [0.19, -0.13, -1.34], [0.63, -0.34, -1.17], [0.46, 0.01, -1.21], [-0.70, 0.17, -0.18], [0.85, 0.50, -0.98], [0.70, -0.16, -1.24], [-0.07, 0.11, 0.06], [-0.36, -0.17, 0.27], [0.07, 0.24, 0.24], [-0.09, 0.19, 0.02], [-2.44, -0.60, -0.53], [0.71, -0.87, -0.38], [0.26, 0.18, -0.11], [0.11, 0.43, -0.28], [0.14, 0.21, 0.44], [0.36, 0.23, -0.06], [0.06, 0.21, -0.09], [0.12, 0.10, 0.20], [0.53, 0.39, 0.17], [0.17, 0.14, -0.05], [-0.01, -0.11, 0.07], [-0.13, 0.33, -0.02], [-0.07, -0.24, 0.39], [-0.53, 0.81, 0.00], [0.33, 0.03, 0.35], [-0.19, -0.35, 0.40], [-0.34, -0.14, 0.05], [0.03, -0.06, -0.01], [-0.19, 0.04, -0.35], [0.27, 0.06, -0.37], [0.08, 0.11, 0.23], [-0.17, -0.11, 0.26], [-0.31, -0.26, -0.20], [0.01, 0.07, -0.32], [0.19, 0.20, -0.05]], "nbo_charge": [-0.545, -0.060, -0.459, 0.181, 0.177, 0.265, 0.217, 0.215, -0.633, 0.227, 0.221, 0.213, -0.618, 0.205, 0.193, 0.213, 0.896, -0.185, -0.237, -0.188, 0.253, -0.461, -0.237, 0.255, 0.240, 0.251, 0.289, -0.259, -0.223, -0.315, 0.276, -0.316, -0.223, 0.282, 0.286, 0.280, 0.291, -0.556, -0.085, -0.435, 0.199, 0.174, -0.434, 0.214, 0.217, -0.071, 0.216, 0.218, 0.173, 0.170, 0.156, -0.202, -0.257, -0.191, -0.200, -0.218, -0.176, 0.215, 0.229, 0.233, 0.232, 0.213]}


(3)
{"formula": "C25H34CdINO2SSi", "method": "wB97M-V/def2-TZVPD", "total_charge": -2, "e_above_lowest_ev": 1.555, "homo_lumo_gap_ev": [4.2560, 4.1945], "e_tot_ha": -2331.3415, "elements": ["Cd", "I", "C", "C", "C", "C", "C", "C", "C", "C", "C", "C", "H", "H", "H", "H", "H", "H", "C", "C", "C", "C", "C", "C", "C", "S", "C", "O", "H", "H", "H", "H", "H", "H", "H", "H", "H", "H", "C", "C", "C", "C", "N", "H", "H", "H", "H", "H", "H", "H", "H", "H", "C", "Si", "C", "C", "O", "H", "H", "H", "H", "H", "H", "H", "H", "H"], "xyz": [[0.084, -0.452, 0.585], [-1.516, 0.897, 2.908], [-3.228, -1.701, 0.840], [-4.348, -1.813, 1.636], [-4.359, -2.960, 2.457], [-3.450, -4.003, 2.378], [-2.344, -3.927, 1.485], [-1.515, -4.866, 0.816], [-0.921, -4.460, -0.386], [-1.011, -3.204, -0.980], [-1.499, -2.126, -0.180], [-2.219, -2.658, 0.961], [-5.182, -1.127, 1.642], [-5.196, -3.070, 3.142], [-3.631, -4.897, 2.966], [-1.505, -5.916, 1.067], [-0.391, -5.228, -0.947], [-0.613, -3.055, -1.981], [0.373, -6.382, 3.094], [0.576, -4.904, 2.899], [1.622, -4.416, 2.109], [1.892, -3.069, 2.056], [1.099, -2.162, 2.755], [0.037, -2.635, 3.531], [-0.202, -3.989, 3.605], [1.676, -0.465, 2.939], [2.245, -0.779, 4.727], [2.956, -0.417, 2.215], [0.991, -6.951, 2.401], [-0.669, -6.653, 2.936], [0.638, -6.675, 4.115], [2.245, -5.109, 1.558], [2.727, -2.679, 1.489], [-0.589, -1.941, 4.068], [-1.011, -4.347, 4.226], [2.892, -1.650, 4.751], [1.352, -0.930, 5.321], [2.781, 0.107, 5.052], [-4.648, -1.184, -1.604], [-3.271, -0.514, -1.410], [-2.442, -0.689, -2.683], [-3.431, 0.987, -1.131], [-2.599, -1.092, -0.272], [-5.134, -0.855, -2.522], [-5.300, -0.943, -0.768], [-4.525, -2.267, -1.637], [-2.913, -0.138, -3.499], [-2.387, -1.738, -2.963], [-1.435, -0.303, -2.529], [-4.007, 1.482, -1.914], [-2.439, 1.435, -1.067], [-3.928, 1.126, -0.175], [1.783, 3.674, 0.429], [2.124, 2.429, -1.004], [2.260, 3.579, -2.558], [3.942, 1.842, -0.751], [1.059, 1.309, -1.144], [2.502, 4.489, 0.487], [1.790, 3.160, 1.386], [0.796, 4.117, 0.311], [2.922, 4.426, -2.388], [1.284, 3.975, -2.823], [2.639, 3.042, -3.426], [4.626, 2.672, -0.588], [4.308, 1.284, -1.611], [4.009, 1.185, 0.112]], "forces_ev_per_a": [[-0.34, 0.72, -1.09], [-0.30, 0.16, 0.04], [0.39, -0.64, 0.33], [-0.10, 0.41, -0.20], [-0.17, -0.24, 0.14], [-0.01, -0.27, 0.21], [-0.06, 0.70, -0.35], [0.06, -0.31, 0.03], [-0.19, -0.27, -0.13], [0.05, 0.26, -0.63], [-0.02, -0.62, 0.42], [-0.14, 0.37, -0.20], [-0.04, 0.06, -0.01], [0.03, -0.02, 0.00], [-0.03, -0.07, 0.00], [0.03, -0.09, 0.11], [0.00, 0.03, 0.00], [0.08, -0.01, 0.14], [-0.03, 0.12, 0.03], [0.25, 0.09, 0.02], [-0.20, -0.25, 0.39], [0.22, 0.48, -0.04], [-0.19, -0.37, 0.31], [0.15, 0.19, -0.10], [0.25, -0.20, 0.02], [0.51, -0.84, 1.90], [-0.56, 0.41, -0.76], [1.11, 0.22, -0.82], [-0.01, -0.07, -0.03], [-0.06, -0.08, 0.00], [0.05, -0.04, -0.02], [0.00, -0.05, -0.08], [0.03, 0.00, -0.05], [-0.14, 0.15, 0.06], [-0.14, -0.03, 0.02], [0.02, -0.12, -0.21], [-0.10, -0.03, 0.20], [0.02, 0.17, -0.03], [0.27, 0.10, 0.03], [-0.42, 0.39, -0.53], [0.02, -0.10, 0.29], [0.06, -0.22, -0.07], [0.10, 0.22, 0.18], [0.04, 0.11, -0.11], [-0.12, -0.02, 0.09], [-0.01, -0.07, -0.02], [0.01, 0.06, 0.02], [0.06, -0.11, -0.02], [0.12, 0.03, -0.04], [-0.08, 0.05, -0.12], [-0.01, 0.09, 0.03], [-0.07, 0.09, 0.18], [0.10, -0.39, -0.36], [1.24, 1.46, 0.16], [-0.09, -0.33, 0.32], [-0.47, 0.07, -0.03], [-1.13, -1.42, 0.33], [0.23, 0.12, -0.08], [-0.04, -0.14, 0.19], [-0.22, 0.02, -0.04], [0.18, 0.17, 0.14], [-0.27, 0.07, -0.04], [0.06, -0.20, -0.15], [0.09, 0.27, 0.03], [-0.03, -0.10, -0.20], [-0.05, -0.17, 0.23]], "nbo_charge": [0.932, -0.887, 0.203, -0.327, -0.212, -0.243, -0.070, -0.373, -0.178, -0.382, -0.030, -0.062, 0.199, 0.184, 0.177, 0.182, 0.183, 0.193, -0.644, 0.084, -0.257, -0.216, -0.308, -0.226, -0.230, 1.272, -0.803, -1.014, 0.201, 0.214, 0.195, 0.192, 0.240, 0.244, 0.203, 0.214, 0.217, 0.211, -0.619, 0.131, -0.617, -0.608, -0.483, 0.189, 0.207, 0.215, 0.194, 0.207, 0.243, 0.177, 0.239, 0.215, -1.131, 1.908, -1.124, -1.136, -1.371, 0.194, 0.228, 0.218, 0.197, 0.209, 0.204, 0.196, 0.205, 0.241]}